{"formula": "C20H16BrN3O3SeV", "method": "ωB97M-V with the def2-TZVPD basis set", "e_above_lowest_kcal_mol": 0.0, "total_charge": 1, "e_tot_ha": -7081.03865, "homo_energy_ev": [-10.90, -10.90], "species": ["H", "H", "H", "C", "C", "H", "C", "N", "O", "H", "C", "N", "V", "C", "C", "C", "C", "O", "H", "C", "H", "Br", "Se", "C", "C", "H", "H", "N", "C", "H", "H", "H", "C", "C", "O", "C", "H", "C", "C", "C", "H", "H", "H", "C", "C"], "xyz": [[3.99082, -5.67972, -1.61582], [1.59077, -5.23582, -2.06589], [0.61068, -3.07819, -1.36840], [1.65311, -3.29411, -1.17925], [-0.14340, 3.02887, 1.63456], [4.12324, -0.90794, 0.56483], [1.81232, 4.03800, 2.62532], [1.60384, 0.93535, 0.69830], [4.61575, -1.71540, 0.32921], [-5.50230, -1.81621, -0.96635], [-2.80107, 0.04503, -1.66771], [2.45939, -0.12241, 0.46813], [-0.21314, 0.80685, -0.23385], [3.54999, -4.73894, -1.31294], [1.04225, 5.08995, 3.06601], [2.19808, -4.49342, -1.56836], [-3.85118, -1.45463, 0.34101], [-0.69962, 2.01125, 0.95683], [-4.08387, -0.53444, -4.03422], [1.23184, 2.99290, 1.89222], [2.87461, 4.00636, 2.83305], [-1.66255, -0.97151, 2.06396], [0.29290, 1.88360, -1.97290], [-0.32818, 5.10326, 2.79596], [4.33543, -3.80145, -0.68119], [-1.98938, 4.07582, 1.88007], [1.49248, 5.89916, 3.62263], [-2.10775, -0.07491, -0.51830], [2.43263, -2.32090, -0.53350], [-5.13262, 0.65636, -3.27059], [5.38232, -3.98214, -0.48001], [3.04228, 1.77684, 1.84993], [2.02632, 1.87276, 1.47681], [-0.92865, 4.07883, 2.08852], [0.53352, -0.86773, -0.43162], [3.79224, -2.58043, -0.28096], [-0.93424, 5.92750, 3.14749], [-4.54706, -1.32022, -0.84745], [-4.74887, -0.36127, -3.18868], [-4.02831, -0.55390, -1.88562], [-5.59072, -1.04513, -3.27205], [-2.33924, 0.64672, -2.43643], [-4.23390, -2.04306, 1.16122], [-2.63511, -0.81469, 0.46321], [1.81435, -1.06683, -0.14717]], "atomic_forces_ev_per_a": [[0.002, 0.001, 0.001], [0.001, -0.003, 0.000], [0.000, 0.004, 0.004], [0.011, -0.010, -0.013], [-0.052, -0.038, -0.027], [0.012, 0.003, -0.001], [0.003, 0.009, 0.007], [-0.010, 0.030, 0.020], [-0.035, -0.003, -0.006], [0.001, -0.001, -0.002], [-0.029, -0.011, -0.014], [0.008, 0.002, 0.004], [0.109, 0.051, -0.033], [-0.012, -0.018, -0.014], [-0.015, -0.016, -0.009], [0.013, 0.020, 0.018], [-0.007, 0.001, -0.014], [0.001, 0.015, -0.013], [0.002, 0.002, 0.002], [0.067, -0.018, -0.006], [-0.001, 0.009, 0.006], [0.019, -0.019, 0.015], [-0.017, -0.023, 0.059], [0.013, -0.001, -0.004], [0.020, 0.000, 0.006], [-0.001, 0.007, 0.005], [0.002, 0.001, 0.001], [-0.009, -0.042, -0.017], [-0.047, -0.007, -0.012], [-0.004, -0.001, 0.006], [-0.001, -0.002, 0.000], [-0.004, 0.014, 0.010], [0.010, -0.007, 0.005], [-0.009, 0.019, 0.005], [-0.049, -0.018, -0.006], [0.010, 0.012, 0.013], [0.000, 0.000, 0.003], [-0.003, 0.004, 0.024], [0.000, -0.006, -0.002], [0.007, 0.006, -0.003], [0.001, -0.002, -0.003], [0.015, 0.001, 0.009], [-0.002, -0.002, 0.000], [0.018, 0.017, -0.011], [-0.036, 0.022, -0.011]], "nbo_charge": [0.23, 0.22, 0.22, -0.13, 0.42, 0.51, -0.12, -0.28, -0.67, 0.24, 0.09, -0.41, 0.83, -0.14, -0.23, -0.26, -0.25, -0.59, 0.24, -0.23, 0.23, 0.17, 0.24, -0.13, -0.29, 0.24, 0.24, -0.51, -0.27, 0.24, 0.24, 0.23, 0.20, -0.27, -0.63, 0.45, 0.23, -0.10, -0.64, -0.03, 0.23, 0.23, 0.26, 0.17, 0.59]}


{"formula": "C20H16Cl2IN5O2RuS", "method": "ωB97M-V with the def2-TZVPD basis set", "spin_multiplicity": 2, "s2": 0.76, "total_charge": 1, "e_tot_ha": -2906.97114, "homo_energy_ev": [-10.60, -10.56], "species": ["I", "H", "H", "C", "C", "C", "H", "H", "C", "C", "O", "O", "H", "C", "H", "N", "C", "Ru", "H", "C", "C", "Cl", "C", "N", "C", "Cl", "C", "C", "H", "C", "N", "H", "H", "H", "C", "H", "C", "C", "N", "C", "H", "S", "C", "N", "H", "H", "H", "C"], "xyz": [[-2.19005, -1.26760, 1.31900], [-1.90017, 4.67529, 3.07136], [-1.67636, 0.02620, -4.91599], [3.06383, -3.34647, -1.95792], [-0.59711, -0.70352, 2.50458], [2.22234, -2.34988, -1.40865], [1.56703, 2.57943, 1.69290], [0.75732, -5.02168, -3.75885], [2.82835, -1.33214, -0.62954], [-0.05914, 3.72234, 2.50498], [0.00216, -1.55233, -1.05679], [2.29602, -0.30032, -0.17299], [4.12326, -3.33892, -1.73456], [-2.18686, 1.73497, -0.51726], [2.46185, 0.36498, 4.46948], [-1.72304, 0.73768, -2.53228], [1.16422, -4.28150, -3.08294], [0.26945, 0.28921, -0.37713], [3.89894, -1.44861, -0.42482], [-1.41953, 3.96459, 2.41255], [2.53698, -4.29910, -2.77484], [-1.34982, -3.33684, -2.92236], [1.57259, 0.05727, 3.93769], [-0.76090, 0.10467, -4.50693], [1.56287, 0.05591, 2.55827], [3.53171, -5.54532, -3.45177], [0.33785, -3.33559, -2.54016], [-1.51242, 2.39035, 0.62053], [-1.58572, -1.07126, 4.37299], [-0.67988, -0.73957, 3.88746], [-0.19334, 2.12225, 0.73906], [2.43338, 0.33432, 1.97992], [0.56195, 4.24722, 3.21668], [-3.90716, 2.82183, -1.19185], [0.42937, -0.34198, 4.61289], [0.40451, -0.35597, 5.69479], [0.50827, 2.79106, 1.65307], [-2.15623, 3.29252, 1.45070], [-1.33317, 1.15704, -1.29178], [0.82839, -2.34856, -1.64868], [0.04880, -0.10938, -5.05889], [0.95509, 0.67616, -2.55525], [-0.64134, 0.48354, -3.23088], [0.49280, -0.31205, 1.84085], [-4.19033, 1.70766, 0.15202], [-3.21579, 3.47125, 1.33563], [-3.93785, 1.08690, -1.50266], [-3.64312, 1.84394, -0.78158]], "atomic_forces_ev_per_a": [[-0.547, -0.225, 0.114], [0.008, 0.009, -0.017], [-0.004, 0.022, -0.012], [-0.008, 0.010, -0.011], [0.252, 0.030, -0.002], [0.193, 0.102, 0.052], [0.025, -0.007, -0.026], [0.005, -0.015, 0.023], [-0.074, -0.038, -0.147], [-0.027, -0.004, 0.005], [0.031, -0.501, -0.436], [0.220, 0.340, 0.455], [-0.009, 0.008, -0.003], [0.502, 0.461, 0.172], [0.000, -0.023, -0.014], [0.322, 0.023, 0.177], [-0.005, 0.024, -0.017], [0.821, 0.610, -0.056], [0.004, 0.020, -0.010], [-0.001, -0.003, 0.002], [0.016, -0.058, -0.027], [0.088, 0.021, 0.053], [0.042, -0.018, 0.002], [-0.008, 0.070, 0.037], [0.084, -0.153, -0.127], [-0.028, 0.059, 0.002], [-0.113, -0.180, -0.040], [-0.189, -0.184, 0.070], [-0.004, 0.009, -0.013], [0.011, -0.018, -0.012], [0.406, 0.239, -0.331], [-0.013, 0.061, 0.028], [-0.005, -0.015, -0.002], [0.028, 0.004, 0.011], [-0.009, -0.034, 0.053], [-0.008, 0.010, -0.013], [0.055, 0.030, -0.076], [-0.014, -0.016, 0.081], [-0.980, -0.915, 0.244], [-0.204, 0.155, 0.236], [0.003, -0.038, 0.013], [-0.034, 0.252, -0.326], [-0.077, -0.124, -0.194], [-0.770, -0.110, 0.207], [-0.014, -0.004, -0.018], [0.011, -0.003, -0.002], [-0.009, -0.007, 0.003], [0.029, 0.124, -0.110]], "mulliken_spin": [0.02, 0.00, 0.00, 0.00, 0.01, 0.00, 0.00, 0.00, -0.01, 0.01, 0.01, -0.01, 0.00, -0.06, 0.00, 0.03, 0.00, 0.94, 0.00, 0.00, 0.00, 0.00, 0.00, -0.01, 0.00, 0.00, 0.00, 0.07, 0.00, 0.00, -0.02, 0.00, 0.00, 0.00, 0.00, 0.00, 0.00, 0.01, 0.03, 0.02, 0.00, -0.05, 0.00, 0.01, 0.00, 0.00, 0.00, 0.00]}


{"formula": "C20H16ClN5S2", "method": "ωB97M-V with the def2-TZVPD basis set", "e_above_lowest_kcal_mol": 61.1, "smiles": "S=C(NCc1ccccc1)N(Cc1ccccc1)c1nc2c(Cl)ncnc2s1", "total_charge": 0, "e_tot_ha": -2301.99893, "homo_energy_ev": -8.29, "species": ["C", "C", "C", "H", "S", "C", "H", "H", "S", "C", "N", "C", "H", "C", "H", "H", "C", "H", "C", "C", "H", "H", "C", "C", "C", "C", "C", "N", "N", "Cl", "H", "H", "H", "C", "H", "C", "H", "C", "C", "H", "C", "N", "N", "H"], "xyz": [[2.35305, -2.07247, -4.93711], [0.26834, 1.40115, -0.59976], [-1.55147, 2.84027, 1.81172], [-0.47991, -5.13469, 3.47364], [0.70628, 2.60476, -1.66957], [3.74217, -1.16189, -3.17661], [-4.90554, 2.78889, 3.74814], [-0.35864, 3.84367, 0.38874], [-0.70181, -2.51812, -0.66993], [-2.87979, 2.73907, 3.89073], [0.53656, -0.95743, 0.98647], [-0.24301, 3.11991, 1.23022], [4.73430, -0.96314, -2.80558], [1.10366, -2.46084, 2.70955], [0.34339, -2.08927, -4.59886], [-5.07331, 2.59769, 1.23376], [3.63539, -1.91463, -4.36403], [-0.27464, 0.70714, -3.04965], [0.09073, -0.13612, -2.52775], [-0.03305, -4.43465, 2.91365], [2.96182, 0.05797, -1.81182], [-2.96628, 2.71767, -0.00580], [1.37972, -0.71858, -3.18328], [-2.77523, 2.74833, 1.03993], [-4.05331, 2.70751, 3.08844], [1.24511, -1.56774, -4.29354], [-1.67540, 2.73264, 3.19790], [0.14982, 0.08407, -1.08073], [0.90800, -3.60849, 3.41953], [2.29234, -1.19372, 3.27244], [-0.63133, -0.87656, -2.67350], [0.47182, 3.50406, 1.89423], [-0.78812, 2.79371, 3.84408], [0.03447, -0.98500, -0.22981], [4.60132, -2.33790, -4.90896], [2.63289, -0.50456, -2.66761], [0.10614, 0.98404, 1.33589], [-4.05393, 2.64110, 1.67263], [0.44777, -2.18367, 1.54879], [2.24764, -2.77561, -5.74522], [-0.26331, -3.12124, 0.97369], [0.25035, 1.77321, 0.75734], [-0.65887, -4.19505, 1.65453], [-2.87614, 2.52450, 4.91301]], "atomic_forces_ev_per_a": [[1.737, -0.584, 0.944], [1.548, 2.222, 1.039], [-3.373, 0.354, 0.457], [-1.027, -2.786, 1.935], [-0.406, -0.040, -0.436], [0.258, -0.545, -2.452], [-0.853, -0.304, -0.733], [0.433, -0.930, 0.419], [-0.194, -0.579, 0.400], [-0.480, -0.981, -3.998], [-0.116, 0.947, -2.383], [-0.166, -1.481, -2.705], [0.022, -0.058, 0.417], [1.239, -1.361, 2.830], [-0.581, 0.937, 0.097], [1.263, 0.016, -0.383], [1.217, 0.020, -0.871], [-0.056, 1.114, -0.169], [1.815, -1.100, -0.002], [0.466, 5.412, -5.160], [-1.148, 0.668, 0.417], [1.298, 0.236, -1.077], [-1.470, 0.293, 0.486], [-1.307, -0.371, 1.809], [0.829, 0.157, 1.317], [0.114, -0.458, 0.283], [0.609, 0.741, 0.825], [-0.501, 0.813, 0.640], [-0.323, 1.238, -1.217], [-1.282, -1.730, -0.198], [-1.401, -1.329, -0.235], [0.815, 0.510, 1.122], [-0.013, -0.149, -0.611], [0.871, -0.333, 1.499], [-2.279, 0.825, 1.378], [1.480, -0.446, 0.467], [-0.223, -0.534, 1.211], [1.105, 0.599, 2.365], [2.138, 3.652, 1.872], [-0.168, 0.069, -0.333], [-2.665, -3.258, -0.988], [-0.201, -0.548, -3.254], [1.278, -1.230, 1.476], [-0.303, 0.309, 1.498]], "nbo_charge": [-0.21, 0.30, -0.06, 0.19, -0.22, -0.21, 0.21, 0.26, 0.35, -0.22, -0.49, -0.24, 0.21, 0.29, 0.22, 0.23, -0.20, 0.26, -0.22, 0.24, 0.23, 0.22, -0.03, -0.20, -0.20, -0.22, -0.19, -0.46, -0.43, 0.00, 0.20, 0.22, 0.21, 0.31, 0.22, -0.22, 0.42, -0.22, -0.05, 0.21, 0.10, -0.58, -0.43, 0.21]}


| no. | largest force on an atom (eV Å⁻¹) |
| --- | --- |
| 1 | 0.12 |
| 2 | 1.36 |
| 3 | 7.49 |